# 1
72
Properties=species:S:1:pos:R:3 method="wB97M-V/def2-TZVPD" homo_ev="-17.28 / -17.31" homo_lumo_gap_ev="7.1 / 7.4" multiplicity=4 charge=+3
Nd -0.22922 -0.70014 -1.23341
S -0.74883 -2.70141 -2.77891
P 1.87420 -2.52429 -0.92851
P -1.59960 1.72913 0.38902
P 0.32456 -0.45651 1.80486
P 1.55609 1.37805 -1.56741
C -1.16684 -3.92494 -5.22852
C 2.07803 0.08544 2.01896
C 0.46248 -2.12479 2.55408
C -3.09299 -5.66281 -4.21499
C 3.45669 -2.52309 -0.02816
C -3.03899 -1.69131 0.44961
C 1.47681 1.74576 -3.36529
C -2.68180 -5.80294 -5.54182
C 1.25575 -4.20280 -0.57949
C -3.13328 1.56859 1.40305
C -1.69442 -4.93618 -6.03411
C -2.54750 -4.66781 -3.38673
C -2.41828 2.65809 -0.97778
C -3.75740 -1.32956 -0.63238
C 1.60678 3.06522 -0.94171
C 2.51657 -2.66338 -2.64240
C -0.87241 3.16652 1.29672
C -1.56501 -3.78994 -3.87725
C -0.29899 0.42618 3.30357
C 3.32756 0.97646 -1.38966
H 0.19403 -4.33758 -0.81190
H -0.18889 1.51544 3.22240
H 3.83779 1.82580 -1.85963
H -3.84508 -6.34351 -3.80496
H 3.58884 0.91293 -0.32651
H 0.52768 2.24841 -3.59193
H -1.72612 3.38143 -1.42731
H -0.52920 -2.60093 2.56611
H -2.84870 -4.57748 -2.33885
H 0.66396 3.60315 -1.13526
H -0.43353 -3.22366 -5.62133
H -3.53310 2.59009 1.53012
H 2.18590 1.14690 1.75800
H -1.48490 3.39538 2.17965
H -3.10950 -6.58845 -6.17687
H -2.41494 -2.59751 0.44986
H 1.81847 -4.89738 -1.20687
H 0.31053 0.07041 4.15027
H 0.82001 -1.99999 3.59166
H -1.33031 -5.04848 -7.05682
H 1.56132 0.83377 -3.97256
H -1.70757 -1.60789 -2.45523
H -3.85217 0.93675 0.86477
H 3.32061 -2.65989 1.04374
H -2.94277 1.12394 2.38893
H 0.15325 2.96992 1.62923
H -2.75237 1.95051 -1.74968
H 4.02515 -3.36606 -0.41738
H -0.85678 4.03722 0.62958
H 3.21605 -1.85185 -2.84802
H -3.29601 3.18007 -0.55653
H 1.15382 -2.77375 1.99532
H 2.33096 -0.05752 3.08089
H 1.75018 -2.61889 -3.42134
H 4.02176 -1.61005 -0.21312
H 3.58696 0.03978 -1.89334
H -4.02509 -0.28032 -0.84450
H -4.02842 -2.08279 -1.38766
H 2.43059 3.54331 -1.50236
H -1.35150 0.18739 3.49589
H 2.32372 2.42030 -3.54867
H 1.43259 -4.44195 0.47334
H -2.96077 -1.08620 1.36174
H 1.83113 3.08205 0.13702
H 2.74940 -0.51327 1.39102
H 3.02251 -3.62971 -2.67334



# 2
60
Properties=species:S:1:pos:R:3 method="wB97M-V/def2-TZVPD" homo_ev="-4.29 / -5.73" homo_lumo_gap_ev="5.9 / 4.5" multiplicity=6 charge=-1 relative_energy_kj_mol=0.0
Ir 0.27456 -0.16540 -0.02159
I -2.19914 7.65859 2.53970
S 2.87123 0.61677 -0.95702
S -5.21973 1.40368 -5.25708
O 3.90622 1.29380 -0.24221
O 1.65265 1.41844 -1.22165
O -0.94081 -1.83758 0.08360
O -4.65954 2.07436 -6.41727
O -0.73707 0.94266 3.76412
O -5.95924 0.18836 -5.55917
O 2.42604 -0.68049 -0.35151
O 0.13700 0.93704 1.72751
O -5.86142 2.28248 -4.29720
N -0.21549 -0.28897 -2.38257
C -3.70112 -4.87838 -0.30190
C -2.63877 0.42443 -5.12293
C -1.70239 5.61029 2.55231
C -0.26499 -2.44667 2.37296
C -3.23782 -5.59819 1.94785
C -2.78565 -3.86204 -0.17315
C -2.04502 -3.68742 1.03363
C -3.93552 -5.76518 0.75154
C -1.23941 5.03096 3.71863
C -3.75314 0.77673 -4.37946
C -3.76888 0.65208 -3.00374
C -2.61952 0.22824 -2.34726
C -1.46654 -0.02591 -3.07245
C -1.09317 -2.65943 1.13851
C -1.70763 2.78878 0.07011
C -0.91713 3.68618 3.69764
C -1.02709 2.92782 2.53528
C -1.48644 0.02771 -4.46145
C -0.56703 1.48016 2.69146
C -1.86457 4.87292 1.39667
C 3.50589 0.15319 -2.56984
C -1.51819 3.52270 1.36402
C -2.31682 -4.58687 2.09989
H 2.85207 -0.61751 -2.97137
H -2.68475 0.49204 -6.20069
H -0.56885 3.19143 4.59406
H 0.38718 0.52412 -2.47583
H -3.43122 -6.27461 2.77218
H 0.26413 -1.08018 -2.80245
H 0.54039 -1.74365 2.15730
H 4.51057 -0.23472 -2.42768
H -0.75189 2.71274 -0.45322
H -2.60882 0.06903 -1.27572
H -2.25419 5.33212 0.49737
H 3.51038 1.03566 -3.20340
H -2.40468 3.30951 -0.58373
H -1.80204 -4.46628 3.04485
H -4.25072 -4.99021 -1.22868
H -1.13258 5.61536 4.62151
H -0.85836 -2.02091 3.18743
H -2.09745 1.78463 0.25119
H -0.59467 -0.22646 -5.02780
H -2.60282 -3.16744 -0.98114
H -4.67056 0.91042 -2.46461
H 0.18028 -3.37968 2.72349
H -4.65555 -6.56551 0.64387



# 3
23
Properties=species:S:1:pos:R:3 method="wB97M-V/def2-TZVPD" homo_ev="-8.52 / -14.02" homo_lumo_gap_ev="5.4 / 8.3" multiplicity=3 charge=+1
F -0.46533 2.85251 -0.01500
F -1.75019 1.22921 0.65282
F -1.00240 1.20965 -1.36858
O -6.15968 -0.32382 0.47767
O -4.05697 -0.80678 -0.20789
N 0.26561 -0.77854 0.81714
N -1.41550 -1.64341 -1.13092
C 2.00865 0.87946 0.07992
C 4.32357 0.92735 0.31164
C 0.81428 0.41619 0.34540
C -0.65520 1.57649 -0.12717
C -5.11360 -0.54765 0.14573
C 3.23623 0.18618 0.46520
H 5.27886 0.62802 0.59177
H -0.64038 -1.45078 -0.31091
H -0.92777 -0.97435 -1.72629
H -2.39438 -1.55509 -0.83740
H 2.25963 1.79369 -0.24328
H -1.41420 -2.61986 -1.42238
H 4.25224 1.87108 -0.08299
H -0.55563 -0.64836 1.32725
H 3.32606 -0.73536 0.97317
H 0.78610 -1.48582 1.28511



| no. | energy (eV) |
| --- | --- |
| 1 | -84726.7501 |
| 2 | -76749.9676 |
| 3 | -21599.8814 |